This record from the OMol25 dataset describes C5H9N2 as an isolated structure at a distorted geometry. The level of theory is ωB97M-V/def2-TZVPD.

Each line ends with the natural charge from an NBO analysis.
Geometry (Å):
N1 -0.711 -0.161 1.536  -0.45
N2 0.983 0.664 0.487  -0.45
C1 0.262 0.415 -1.744  -0.68
C2 -0.875 -0.788 0.267  -0.30
C3 -0.021 1.148 1.386  0.00
C4 0.866 0.094 1.864  0.12
C5 0.279 -0.101 -0.434  0.35
H1 -1.281 -0.377 2.367  0.47
H2 -0.015 -0.115 -2.648  0.29
H3 -0.597 1.119 -1.569  0.30
H4 -1.877 -0.511 -0.240  0.25
H5 1.291 -0.995 -0.653  0.02
H6 1.566 -1.679 -0.139  0.28
H7 -0.338 2.225 1.350  0.29
H8 1.164 0.865 -2.019  0.27
H9 -0.695 -1.803 0.187  0.25

- Energy above the lowest of the compared OMol25 structures with the same formula, charge and spin: 956.3 kJ/mol
- Charge: +1
- Orbital gap: 8.0 eV
- DFT total energy: -8295.8213 eV
- LUMO energy: -6.085 eV

***

This record from the OMol25 dataset describes one molecule with the formula C3H5FN2 at a distorted geometry. The level of theory is ωB97M-V/def2-TZVPD.

Each line ends with the natural charge from an NBO analysis.
Geometry (Å):
F1 -2.904 -0.576 0.064  -0.33
N1 1.096 -1.341 -0.025  -0.72
N2 0.386 0.892 0.000  -0.59
C1 1.341 -0.095 0.041  0.27
C2 -1.577 -0.406 -0.062  0.17
C3 -1.010 0.776 -0.063  -0.14
H1 2.029 -1.787 0.006  0.35
H2 -0.950 -1.306 -0.148  0.22
H3 -1.527 1.721 -0.014  0.21
H4 0.765 1.814 0.032  0.40
H5 2.352 0.308 0.168  0.15

- Energy above the lowest of the compared OMol25 structures with the same formula, charge and spin: 55.9 kJ/mol
- Orbital gap: 9.2 eV
- DFT total energy: -8888.5658 eV
- SMILES: [H]/N=C/N/C=C/F
- LUMO energy: 0.689 eV

***

This record from the OMol25 dataset describes one molecule with the formula C6H14N2 at a distorted geometry. The level of theory is ωB97M-V/def2-TZVPD.

Each line ends with the natural charge from an NBO analysis.
Geometry (Å):
N1 1.129 -2.187 -0.493  -0.86
N2 -0.243 -0.164 0.814  -0.47
C1 0.522 1.875 -0.169  -0.41
C2 -1.487 -0.179 1.564  -0.40
C3 -0.429 -0.261 -0.653  -0.05
C4 -0.017 -1.658 -1.157  -0.22
C5 0.527 1.065 1.110  -0.22
C6 0.470 0.828 -1.282  -0.42
H1 2.035 -2.096 -0.941  0.36
H2 1.457 0.382 -1.362  0.20
H3 -0.436 2.407 -0.242  0.19
H4 -1.274 -0.157 2.636  0.20
H5 1.179 -1.868 0.464  0.38
H6 -2.140 0.689 1.357  0.16
H7 1.335 2.587 -0.155  0.21
H8 0.112 1.689 1.916  0.19
H9 1.515 0.770 1.499  0.19
H10 -2.064 -1.076 1.361  0.20
H11 0.041 1.304 -2.155  0.22
H12 0.114 -1.553 -2.238  0.19
H13 -0.855 -2.356 -1.056  0.18
H14 -1.492 -0.043 -0.818  0.18

- Energy above the lowest of the compared OMol25 structures with the same formula, charge and spin: 76.1 kJ/mol
- Orbital gap: 9.6 eV
- DFT total energy: -9428.6959 eV
- SMILES: CN1CCC[C@H]1CN
- LUMO energy: 1.097 eV

***

This record from the OMol25 dataset describes C26H31N6O2STa as an isolated structure. The level of theory is ωB97M-V/def2-TZVPD.

Each line ends with the natural charge from an NBO analysis.
Geometry (Å):
Ta1 -0.126 0.053 -0.314  2.49
S1 1.642 -1.569 -4.315  0.16
O1 -1.368 1.231 -1.204  -0.78
O2 0.151 -1.852 -0.018  -0.79
N1 -2.179 -0.668 0.147  -0.56
N2 4.297 -0.122 -0.500  -0.48
N3 -0.367 0.041 2.183  -0.51
N4 0.357 -0.360 -2.195  -0.82
N5 0.674 2.144 0.172  -0.58
N6 2.153 -0.170 -0.115  -0.60
C1 -2.512 1.328 1.572  -0.43
C2 0.452 3.189 -0.572  0.24
C3 -0.384 4.477 -2.489  -0.11
C4 3.006 1.525 -1.818  -0.67
C5 0.941 2.169 2.650  -0.43
C6 2.776 -1.131 0.671  -0.08
C7 -0.402 -5.268 -1.084  -0.11
C8 0.732 0.703 2.955  -0.22
C9 1.591 2.413 1.304  -0.23
C10 -1.239 4.601 -3.558  -0.22
C11 -2.144 3.575 -3.843  -0.11
C12 -1.795 -5.312 -1.151  -0.23
C13 -0.469 -2.978 -0.407  0.43
C14 0.920 -0.890 -3.116  0.22
C15 -1.686 0.640 2.641  -0.23
C16 -1.327 2.300 -2.006  0.44
C17 -2.524 -4.190 -0.831  -0.11
C18 -0.366 -1.370 2.668  -0.40
C19 -3.158 0.339 0.612  -0.23
C20 0.267 -4.115 -0.705  -0.29
C21 -2.633 -1.854 -0.083  0.25
C22 -0.406 3.309 -1.706  -0.25
C23 -2.206 2.428 -3.070  -0.28
C24 -1.868 -3.003 -0.470  -0.25
C25 3.115 0.421 -0.826  0.44
C26 4.107 -1.102 0.445  -0.05
H1 -3.607 -4.209 -0.862  0.23
H2 5.180 0.133 -0.915  0.45
H3 2.473 1.781 1.213  0.21
H4 0.313 5.269 -2.243  0.23
H5 -3.308 1.885 2.068  0.26
H6 0.584 -1.847 2.457  0.21
H7 -3.704 -2.013 0.048  0.21
H8 1.655 0.155 2.755  0.22
H9 0.507 0.573 4.017  0.22
H10 1.924 3.450 1.245  0.21
H11 2.028 1.541 -2.289  0.25
H12 0.171 -6.152 -1.330  0.24
H13 -3.571 0.858 -0.252  0.24
H14 2.223 -1.798 1.302  0.24
H15 -1.476 1.340 3.449  0.22
H16 -2.277 -0.165 3.080  0.22
H17 -2.911 1.636 -3.283  0.24
H18 -1.158 -1.938 2.190  0.22
H19 1.611 2.566 3.414  0.26
H20 -2.295 -6.225 -1.442  0.25
H21 3.755 1.398 -2.598  0.26
H22 0.013 2.740 2.733  0.22
H23 -0.527 -1.376 3.748  0.21
H24 -1.915 2.068 1.037  0.22
H25 0.988 4.102 -0.313  0.20
H26 -2.817 3.680 -4.684  0.24
H27 3.185 2.492 -1.341  0.24
H28 -1.220 5.490 -4.172  0.25
H29 -3.970 -0.185 1.120  0.21
H30 4.915 -1.687 0.846  0.26
H31 1.347 -4.081 -0.647  0.24

- Energy above the lowest of the compared OMol25 structures with the same formula, charge and spin: 0.0 kJ/mol
- Charge: +2
- Orbital gap: 7.4 eV
- DFT total energy: -52879.0788 eV
- LUMO energy: -6.661 eV

***

This record from the OMol25 dataset describes a 9-piece molecular cluster, C4H27NO8S2 overall at a distorted geometry. The level of theory is ωB97M-V/def2-TZVPD.

Each line ends with the natural charge from an NBO analysis.
Geometry (Å):
S1 0.024 -1.069 -1.621  0.38
S2 -1.817 -0.785 -0.879  0.43
O1 2.197 3.632 -0.646  -0.96
O2 2.269 -0.893 2.929  -0.99
O3 -2.210 3.216 -1.970  -0.94
O4 0.504 2.140 -3.442  -0.97
O5 -3.838 1.136 -1.040  -0.96
O6 3.282 -3.055 1.708  -0.94
O7 -0.782 3.564 0.533  -0.91
O8 3.000 1.306 1.295  -0.96
N1 -1.225 0.444 2.288  -0.79
C1 -1.879 -1.504 0.802  -0.56
C2 0.389 -2.800 -1.952  -0.57
C3 -0.903 -0.898 1.839  -0.23
C4 0.594 -3.638 -0.703  -0.66
H1 1.178 -4.549 -0.890  0.27
H2 -0.306 -3.990 -0.202  0.22
H3 -2.622 2.353 -1.973  0.46
H4 -1.702 3.249 0.544  0.48
H5 2.502 2.076 1.038  0.50
H6 -0.441 -3.251 -2.498  0.26
H7 2.984 -2.417 1.051  0.44
H8 -0.379 2.757 0.896  0.44
H9 -1.264 3.130 -1.786  0.48
H10 2.577 -0.448 3.738  0.49
H11 3.073 -2.587 2.535  0.50
H12 -1.545 -2.543 0.747  0.26
H13 1.934 3.042 -1.362  0.48
H14 1.581 4.364 -0.660  0.49
H15 1.276 -3.204 0.037  0.24
H16 -2.203 0.419 2.526  0.37
H17 3.314 0.892 0.482  0.48
H18 -4.722 1.038 -0.651  0.50
H19 2.177 -0.105 2.344  0.50
H20 0.114 -0.905 1.470  0.22
H21 0.909 1.529 -4.068  0.49
H22 -4.056 0.951 -1.962  0.48
H23 -0.440 1.977 -3.307  0.48
H24 -0.855 1.198 1.743  0.36
H25 -2.915 -1.441 1.021  0.25
H26 -0.985 -1.546 2.712  0.24
H27 1.210 -2.786 -2.669  0.27

- Charge: +1
- Orbital gap (spin up / spin down): 9.7 / 5.1 eV
- DFT total energy: -44117.9621 eV
- Spin multiplicity: 2
- LUMO energy (spin up / spin down): -3.701 / -8.105 eV